{
  "formula": "C8H6FNO2",
  "method": "the ωB97M-V functional and the def2-TZVPD basis",
  "largest_force_ha_per_bohr": 0.1341,
  "homo_lumo_gap_ev": 8.96,
  "energy_ev": -16690.67821,
  "lumo_energy_ev": -0.5,
  "homo_ev": -9.50,
  "multiplicity": 1,
  "mol_weight_g_mol": 167.139,
  "total_charge": 0,
  "elements": ["C", "C", "C", "C", "C", "C", "C", "C", "H", "H", "H", "H", "H", "H", "N", "O", "O", "F"],
  "positions_angstrom": [[1.480, 0.583, -0.201], [2.466, 1.140, -1.024], [2.328, 1.170, -2.337], [1.096, 0.855, -2.994], [0.056, 0.340, -2.244], [0.277, 0.199, -0.794], [-0.857, -0.315, 0.045], [-0.932, -0.557, 1.286], [3.527, 1.440, -0.261], [3.175, 1.551, -2.902], [0.949, 0.788, -4.122], [-0.833, -0.159, -2.699], [-1.777, -0.626, -0.590], [-0.225, -0.209, 2.133], [-2.092, -1.119, 1.897], [-1.954, -1.599, 3.033], [-3.126, -0.948, 1.350], [1.664, 0.548, 1.076]],
  "lowdin_charge": [-0.30, -0.05, -0.12, -0.08, -0.03, -0.11, -0.01, -0.06, 0.22, 0.11, 0.13, 0.12, 0.16, 0.17, -0.42, 0.05, 0.10, 0.12]
}